No. 1
The following is a quantum chemistry calculation of a cluster of 13 separate species, C48H125N3O16 in total, from OMol25.

Calculated values
Energy above the lowest of the compared OMol25 structures with the same formula, charge and spin ... 129.7 kcal per mole
E_HOMO ... -8.70 eV
E ... -89023.6484 eV

The geometry in ORCA input format:
```
! RIJCOSX wB97M-V def2-TZVPD def2/J DEFGRID3
* xyz 0 1
C -5.485 -2.877 9.492
O -6.094 -2.721 8.242
C -5.195 -2.446 7.158
C -6.026 -1.815 6.047
N -6.575 -2.797 5.106
C -7.426 -3.783 5.771
C -8.269 -4.478 4.667
O -9.025 -5.514 5.278
C -9.596 -6.320 4.252
H -6.363 -3.020 10.123
H -4.966 -1.971 9.807
H -4.774 -3.703 9.490
H -4.599 -3.333 6.945
H -4.570 -1.645 7.554
H -5.471 -1.015 5.556
H -6.864 -1.309 6.527
H -7.249 -2.363 4.492
H -8.159 -3.321 6.433
H -6.904 -4.561 6.327
H -7.589 -4.826 3.889
H -8.997 -3.769 4.272
H -10.508 -5.840 3.899
H -10.002 -7.226 4.704
H -8.993 -6.580 3.382
C 4.817 -5.126 -8.014
O 4.724 -4.224 -9.137
C 3.617 -4.566 -10.029
C 3.444 -3.727 -11.284
N 4.464 -3.878 -12.368
C 5.773 -3.395 -11.872
C 6.825 -3.538 -12.992
O 7.152 -4.889 -13.204
C 8.298 -5.012 -13.909
H 3.841 -5.055 -7.535
H 5.618 -4.933 -7.300
H 4.996 -6.120 -8.425
H 2.684 -4.412 -9.488
H 3.603 -5.629 -10.267
H 3.300 -2.685 -11.000
H 2.540 -4.058 -11.795
H 4.482 -4.869 -12.561
H 6.041 -3.937 -10.965
H 5.732 -2.376 -11.488
H 7.654 -2.993 -12.541
H 6.538 -3.088 -13.942
H 8.137 -5.006 -14.987
H 8.594 -6.056 -13.802
H 9.162 -4.483 -13.508
C -0.011 0.150 -3.564
O -0.541 0.447 -2.279
C -0.025 -0.375 -1.224
C -0.114 0.348 0.123
N 0.211 -0.603 1.258
C 0.063 0.114 2.547
C 0.642 -0.726 3.688
O 0.645 0.046 4.936
C 1.102 -0.654 6.069
H 1.047 0.410 -3.571
H -0.567 0.627 -4.371
H -0.011 -0.934 -3.684
H 1.017 -0.648 -1.392
H -0.620 -1.288 -1.225
H -1.097 0.782 0.309
H 0.558 1.206 0.132
H -0.505 -1.315 1.257
H -1.002 0.262 2.727
H 0.632 1.043 2.515
H 1.629 -1.080 3.391
H 0.040 -1.634 3.729
H 2.036 -1.168 5.838
H 0.408 -1.436 6.376
H 1.157 0.048 6.901
C -2.443 0.517 -15.296
C -3.347 1.235 -14.341
C -2.586 2.001 -13.277
O -4.164 2.142 -15.050
H -2.975 0.125 -16.163
H -1.839 -0.245 -14.804
H -1.790 1.259 -15.756
H -3.948 0.520 -13.779
H -3.231 2.563 -12.601
H -1.903 2.696 -13.766
H -2.000 1.291 -12.694
H -4.626 1.677 -15.752
C 1.621 5.999 9.390
C 1.596 7.361 10.133
C 2.938 7.687 10.790
O 1.140 8.396 9.271
H 2.453 5.957 8.687
H 0.701 5.870 8.819
H 1.766 5.153 10.063
H 0.829 7.329 10.907
H 3.730 7.563 10.052
H 3.202 7.017 11.609
H 2.940 8.687 11.222
H 1.206 9.264 9.676
C 5.935 0.640 -1.149
C 5.955 1.283 0.285
C 6.468 0.305 1.354
O 6.870 2.394 0.133
H 5.317 -0.258 -1.167
H 6.928 0.294 -1.439
H 5.525 1.352 -1.865
H 4.976 1.620 0.624
H 6.477 0.758 2.345
H 7.468 -0.043 1.094
H 5.811 -0.564 1.360
H 6.839 2.946 0.918
C 0.921 1.661 15.763
C 1.046 0.244 15.275
C 1.353 -0.787 16.406
O -0.182 -0.257 14.753
H 1.936 2.005 15.960
H 0.237 1.773 16.605
H 0.532 2.298 14.969
H 1.732 0.180 14.431
H 0.564 -0.755 17.158
H 2.337 -0.532 16.799
H 1.349 -1.809 16.026
H -0.791 -0.461 15.466
C 2.995 5.957 -5.156
C 3.279 6.758 -3.909
C 4.754 7.016 -3.653
O 2.554 7.943 -4.043
H 1.989 5.574 -5.330
H 3.665 5.098 -5.175
H 3.371 6.566 -5.978
H 2.883 6.201 -3.060
H 4.835 7.991 -3.172
H 5.294 7.066 -4.598
H 5.337 6.415 -2.954
H 1.718 7.642 -4.407
C -3.305 4.439 4.713
C -4.586 4.662 3.939
C -4.496 4.194 2.513
O -5.661 3.964 4.366
H -3.373 5.118 5.563
H -2.442 4.742 4.121
H -3.114 3.474 5.183
H -4.800 5.724 3.815
H -4.371 3.125 2.338
H -3.614 4.559 1.987
H -5.441 4.255 1.972
H -5.630 3.933 5.325
C -4.080 -3.658 -10.076
C -4.047 -4.765 -9.053
C -5.433 -5.389 -8.789
O -3.130 -5.794 -9.419
H -4.697 -2.877 -9.633
H -4.550 -4.030 -10.986
H -3.119 -3.226 -10.356
H -3.703 -4.403 -8.085
H -5.337 -6.011 -7.899
H -5.863 -6.127 -9.466
H -6.136 -4.628 -8.448
H -3.293 -6.130 -10.303
C -1.457 -6.016 0.424
C -2.590 -5.880 1.401
C -2.346 -6.449 2.803
O -2.811 -4.539 1.670
H -0.522 -5.478 0.581
H -1.765 -5.684 -0.568
H -1.197 -7.059 0.244
H -3.524 -6.351 1.096
H -1.424 -6.094 3.263
H -2.213 -7.521 2.652
H -3.073 -6.213 3.580
H -3.469 -4.516 2.369
C 7.791 -0.568 7.956
C 7.626 0.807 8.675
C 7.131 0.735 10.098
O 8.887 1.303 8.665
H 8.374 -1.244 8.582
H 8.311 -0.558 6.998
H 6.804 -0.950 7.696
H 7.003 1.465 8.069
H 7.968 0.421 10.722
H 6.240 0.116 10.204
H 6.829 1.729 10.428
H 9.192 1.506 7.777
C -4.612 6.432 -3.376
C -3.474 6.039 -4.308
C -3.910 5.245 -5.552
O -2.926 7.223 -4.875
H -4.155 6.923 -2.516
H -5.119 5.547 -2.993
H -5.332 7.161 -3.748
H -2.700 5.498 -3.763
H -4.857 5.655 -5.902
H -4.149 4.187 -5.445
H -3.268 5.341 -6.427
H -3.626 7.725 -5.299
*
```

Results of the Löwdin charge analysis, in e, for atoms 1 through 6: C -0.118; O -0.233; C -0.199; C -0.196; N -0.069; C -0.210

No. 2
The following is a quantum chemistry calculation of the molecule C2H4N3PS, from OMol25.

Calculated values
SMILES ... Cn1np[nH]c1=S
Energy above the lowest of the compared OMol25 structures with the same formula, charge and spin ... 12.7 kcal per mole
E_HOMO ... -8.27 eV
E ... -26731.7048 eV

The geometry in ORCA input format:
```
! RIJCOSX wB97M-V def2-TZVPD def2/J DEFGRID3
* xyz 0 1
C -1.441 -0.806 0.078
N -0.113 -0.290 0.041
N 0.842 -1.243 0.187
P 2.286 -0.627 0.061
N 1.807 0.881 -0.113
C 0.185 0.949 -0.253
S -0.731 2.362 -0.266
H -1.455 -1.869 -0.117
H -1.769 -0.861 1.076
H -1.917 -0.270 -0.597
H 2.306 1.773 -0.097
*
```

Results of the Löwdin charge analysis, in e, for atoms 1 through 6: C -0.032; N -0.304; N -0.264; P 0.807; N -0.235; C -0.792

No. 3
The following is a quantum chemistry calculation of a cluster of 14 separate species, C4H26BO21 in total, from OMol25.

Calculated values
Energy above the lowest of the compared OMol25 structures with the same formula, charge and spin ... 68.5 kcal per mole
E_HOMO ... -7.73 eV
E ... -48251.0971 eV

The geometry in ORCA input format:
```
! RIJCOSX wB97M-V def2-TZVPD def2/J DEFGRID3
* xyz -1 1
O 0.944 2.792 2.016
C 0.455 1.725 1.642
O 0.424 1.257 0.377
B -0.176 -0.131 0.424
O -0.210 -0.475 1.845
C 0.008 0.630 2.566
O 0.046 0.680 3.825
O 0.727 -1.095 -0.286
C 0.208 -1.539 -1.344
O 0.730 -2.292 -2.192
C -1.209 -1.017 -1.407
O -1.487 -0.303 -0.310
O -2.020 -1.260 -2.330
O 3.195 6.774 -0.599
H 2.928 6.268 0.168
H 3.539 6.121 -1.209
O -5.320 -3.191 1.432
H -5.932 -3.035 2.151
H -4.874 -2.353 1.310
O 0.337 1.389 10.823
H -0.168 0.587 10.688
H 0.796 1.526 9.994
O -6.245 0.594 -0.307
H -5.440 0.823 -0.772
H -6.872 0.387 -1.000
O -3.133 -3.397 -8.048
H -3.433 -3.234 -7.153
H -2.185 -3.272 -8.010
O 5.897 -2.129 -2.898
H 5.359 -1.419 -3.248
H 5.302 -2.626 -2.336
O 1.453 4.885 7.454
H 0.770 5.552 7.386
H 1.075 4.111 7.038
O 1.940 -6.796 0.149
H 1.302 -6.096 0.010
H 1.462 -7.600 -0.057
O -1.722 6.889 0.430
H -2.350 7.388 0.953
H -0.937 6.844 0.976
O 4.794 -0.841 2.265
H 4.868 -1.772 2.055
H 4.460 -0.824 3.162
O -6.978 -1.706 -5.234
H -7.565 -2.421 -4.991
H -6.195 -1.847 -4.701
O 5.876 2.696 -0.332
H 5.543 1.917 0.113
H 6.767 2.462 -0.592
O 0.809 -4.032 -7.531
H 0.824 -4.010 -6.574
H 1.616 -3.589 -7.793
*
```

Results of the Löwdin charge analysis, in e, for atoms 1 through 6: O 0.115; C -0.361; O 0.208; B -0.782; O 0.230; C -0.331

No. 4
The following is a quantum chemistry calculation of a structure of composition C27H40Cl2EuN3O4, from OMol25.

Calculated values
⟨S²⟩ ... 12.06
Energy above the lowest of the compared OMol25 structures with the same formula, charge and spin ... 0.0 kcal per mole
E_HOMO (spin up / spin down) ... -6.78 / -6.81 eV
E ... -85682.8303 eV

The geometry in ORCA input format:
```
! RIJCOSX wB97M-V def2-TZVPD def2/J DEFGRID3
* xyz 0 7
O 0.627 0.068 -2.108
C -0.330 0.251 -3.069
C -0.108 1.632 -3.679
C 0.565 2.635 -2.972
H 0.935 2.444 -1.957
C 0.774 3.873 -3.584
H 1.287 4.662 -3.026
C 0.310 4.070 -4.892
H 0.462 5.032 -5.377
C -0.342 3.050 -5.599
H -0.705 3.183 -6.618
C -0.538 1.813 -4.988
H -1.054 0.964 -5.449
H -0.160 -0.565 -3.800
C -2.152 -1.391 -2.337
C -1.814 0.033 -2.636
H -3.224 -1.610 -2.393
H -1.858 -1.689 -1.318
H -1.583 -2.063 -2.992
C -2.663 1.097 -2.446
C -4.060 1.051 -1.918
H -2.292 2.098 -2.594
H -4.765 1.465 -2.644
H -4.197 1.679 -1.027
H -4.403 0.047 -1.672
Eu 0.029 0.190 0.070
Cl -2.704 0.315 0.474
C -1.091 0.172 2.829
O -0.251 -0.560 2.267
N -1.297 0.105 4.110
C -0.701 -1.040 4.780
C -1.959 1.156 4.871
H -1.721 0.895 2.252
H -0.143 -1.640 4.053
H -1.512 -1.635 5.197
H -0.037 -0.707 5.576
H -2.125 2.002 4.187
H -1.311 1.457 5.703
H -2.915 0.753 5.226
H 4.845 1.887 -2.054
H 4.714 2.238 0.658
C 3.760 1.781 -1.928
C 3.657 1.973 0.554
N 3.455 1.163 -0.641
H 3.340 1.149 -2.716
C 3.008 -0.101 -0.543
O 2.409 -0.535 0.455
H 3.350 1.427 1.444
H 3.134 -0.725 -1.451
H 3.302 2.778 -1.973
H 3.082 2.903 0.475
H -0.095 -5.406 0.544
H 2.127 -5.587 -1.086
C -0.468 -4.873 -0.336
C 1.608 -4.876 -1.742
N 0.602 -4.136 -0.992
H -1.248 -4.177 -0.016
C 0.628 -2.816 -0.868
O -0.145 -2.187 -0.126
H 2.322 -4.143 -2.139
H 1.369 -2.280 -1.492
H -0.871 -5.604 -1.039
H 1.122 -5.414 -2.565
Cl -0.327 5.246 1.887
C 0.475 4.027 2.793
C 0.850 4.260 4.098
C 1.493 3.259 4.833
C 1.764 2.031 4.244
C 1.401 1.783 2.943
C 0.732 2.775 2.159
C 0.284 2.637 0.785
H 0.622 5.239 4.508
H 1.776 3.466 5.855
H 2.274 1.246 4.814
H 1.651 0.811 2.484
H 0.927 3.052 -0.008
H -0.806 2.709 0.582
*
```

Results of the Löwdin charge analysis, in e, for atoms 1 through 6: O -0.389; C -0.433; C -0.196; C -0.052; H 0.065; C -0.080

No. 5
The following is a quantum chemistry calculation of a cluster of 2 separate species, C11H18 in total, from OMol25.

Calculated values
SMILES ... Cc1ccccc1.CC(C)C
Energy above the lowest of the compared OMol25 structures with the same formula, charge and spin ... 68.0 kcal per mole
E_HOMO ... -9.03 eV
E ... -11696.3317 eV

The geometry in ORCA input format:
```
! RIJCOSX wB97M-V def2-TZVPD def2/J DEFGRID3
* xyz 0 1
C -1.149 -3.143 -1.163
C -1.872 -1.938 -0.469
C -1.725 -0.576 -0.878
C -2.175 0.484 0.008
C -2.817 0.186 1.230
C -2.820 -1.122 1.656
C -2.245 -2.151 0.835
H -0.100 -3.003 -1.219
H -1.529 -3.441 -2.085
H -1.375 -4.003 -0.426
H -1.275 -0.341 -1.655
H -1.988 1.523 -0.366
H -3.244 0.986 1.708
H -2.999 -1.302 2.690
H -2.077 -3.104 1.327
C 2.429 2.466 0.986
C 1.976 1.320 0.228
C 0.974 1.817 -0.971
C 3.000 0.347 -0.333
H 1.525 3.242 1.011
H 3.174 3.059 0.257
H 2.758 2.192 1.972
H 1.293 0.754 0.874
H 0.442 2.591 -0.435
H 1.515 2.049 -1.859
H 0.333 1.066 -1.270
H 4.142 0.516 -0.301
H 2.921 -0.626 0.069
H 2.906 0.152 -1.421
*
```

Results of the Löwdin charge analysis, in e, for atoms 1 through 6: C -0.029; C -0.229; C -0.013; C -0.051; C -0.099; C -0.072

No. 6
The following is a quantum chemistry calculation of a cluster of 2 separate species, C10H15NO in total, from OMol25.

Calculated values
⟨S²⟩ ... 0.76
Energy above the lowest of the compared OMol25 structures with the same formula, charge and spin ... 43.0 kcal per mole
E_HOMO (spin up / spin down) ... 0.79 / -3.27 eV
E ... -14148.0808 eV

The geometry in ORCA input format:
```
! RIJCOSX wB97M-V def2-TZVPD def2/J DEFGRID3
* xyz -1 2
C -2.743 2.038 -1.612
C -1.778 2.355 -0.540
C -2.497 0.585 -2.200
O -3.065 -0.331 -1.673
N -1.488 0.495 -3.234
H -3.753 2.179 -1.138
H -2.854 2.752 -2.436
H -0.806 1.826 -0.765
H -1.055 -0.411 -3.350
H -1.560 1.153 -3.923
H -2.034 1.947 0.457
H -1.709 3.413 -0.373
C 0.764 -0.691 3.318
C 2.637 -1.749 2.050
C 1.287 -1.192 2.052
C 3.217 -1.738 0.802
C 2.649 -1.455 -0.437
C 0.667 -1.034 0.823
C 1.243 -1.327 -0.402
H 3.075 -2.201 2.879
H 4.303 -1.963 0.871
H 1.652 -0.283 3.945
H 0.480 -1.476 3.900
H 3.093 -1.166 -1.389
H -0.371 -0.478 0.745
H 0.677 -1.275 -1.456
H -0.033 0.026 3.086
*
```

Results of the Löwdin charge analysis, in e, for atoms 1 through 6: C -0.218; C -0.137; C -0.483; O 0.061; N 0.148; H 0.115

No. 7
The following is a quantum chemistry calculation of a structure of composition C20H23F24O10PS2, from OMol25.

Calculated values
Energy above the lowest of the compared OMol25 structures with the same formula, charge and spin ... 30.7 kcal per mole
E_HOMO ... -9.29 eV
E ... -137767.7310 eV

The geometry in ORCA input format:
```
! RIJCOSX wB97M-V def2-TZVPD def2/J DEFGRID3
* xyz 0 1
O -1.742 0.361 4.255
P -0.817 -0.381 3.439
O 0.668 -0.340 3.984
O -1.267 -1.892 3.410
C -0.900 0.318 1.731
O -2.285 0.128 1.414
S -2.433 -1.246 0.558
O -3.182 -2.220 1.218
O -2.917 -0.899 -0.698
O -0.880 -1.669 0.515
C -0.232 -0.387 0.595
C 1.270 -0.301 0.392
C 1.530 0.571 -0.828
C 1.193 2.039 -0.565
S -0.296 2.609 -1.448
H 0.690 -0.913 4.753
H -2.072 -1.921 3.935
H -0.654 1.356 1.785
H -0.649 0.125 -0.265
H 1.649 -1.294 0.238
H 1.768 0.097 1.262
H 0.949 0.145 -1.624
H 2.576 0.485 -1.051
H 2.009 2.641 -0.901
H 1.019 2.159 0.485
H -1.242 2.674 -0.498
C -4.357 -4.951 2.170
C -3.629 -5.358 3.462
C -2.817 -6.655 3.447
F -3.575 -7.732 3.160
F -2.278 -6.853 4.676
F -4.513 -5.370 4.483
F -2.739 -4.361 3.732
O -5.730 -5.287 2.050
C -6.108 -6.531 1.631
C -6.819 -7.316 2.734
F -6.063 -7.397 3.845
F -7.063 -8.574 2.302
F -5.064 -7.205 1.115
F -6.992 -6.356 0.628
H -4.359 -3.868 2.173
H -3.796 -5.233 1.280
H -2.003 -6.588 2.719
H -7.764 -6.834 2.989
C -1.358 7.056 -6.815
C -0.224 7.435 -5.849
C 0.959 6.471 -5.728
F 0.582 5.247 -5.308
F 1.835 6.962 -4.817
F -0.746 7.692 -4.633
F 0.293 8.608 -6.309
O -2.503 6.419 -6.284
C -2.508 5.066 -6.076
C -2.580 4.717 -4.590
F -1.588 5.306 -3.897
F -2.459 3.381 -4.437
F -1.461 4.484 -6.688
F -3.619 4.583 -6.663
H -1.742 8.003 -7.185
H -0.982 6.531 -7.693
H 1.476 6.376 -6.687
H -3.534 5.040 -4.168
C 7.409 -0.360 2.365
C 6.197 -1.290 2.540
C 5.612 -1.944 1.286
F 5.183 -1.034 0.385
F 4.543 -2.697 1.640
F 5.232 -0.636 3.221
F 6.613 -2.312 3.337
O 7.171 1.033 2.287
C 6.817 1.604 1.096
C 5.385 2.137 1.130
F 4.519 1.169 1.488
F 5.033 2.577 -0.099
F 7.018 0.752 0.075
F 7.638 2.650 0.899
H 7.985 -0.470 3.280
H 8.067 -0.697 1.565
H 6.351 -2.596 0.811
H 5.300 2.962 1.839
*
```

Results of the Löwdin charge analysis, in e, for atoms 1 through 6: O -0.229; P 0.427; O -0.079; O -0.099; C -0.271; O -0.161

No. 8
The following is a quantum chemistry calculation of a structure of composition C3H7N3S, from OMol25.

Calculated values
Energy above the lowest of the compared OMol25 structures with the same formula, charge and spin ... 119.1 kcal per mole
E_HOMO ... -9.01 eV
E ... -18525.3053 eV

The geometry in ORCA input format:
```
! RIJCOSX wB97M-V def2-TZVPD def2/J DEFGRID3
* xyz 0 1
C 0.687 0.575 -0.511
C -0.527 1.160 -1.230
C -1.195 -0.633 0.374
H 1.900 -1.621 0.809
H 1.211 0.267 1.319
H 0.865 1.009 0.710
H 1.697 0.592 -1.141
H -0.717 0.870 -2.267
H -0.382 2.248 -1.450
H -1.059 -2.294 1.271
N 0.963 -1.008 1.139
N 0.245 -0.708 -0.069
N -1.702 -1.404 1.274
S -1.986 0.947 -0.228
*
```

Results of the Löwdin charge analysis, in e, for atoms 1 through 6: C -0.269; C -0.538; C -0.621; H 0.144; H 0.130; H 0.123